Run P
Formula: C5H7FS
Source: the OMol25 dataset
Level of theory: ωB97M-V with the def2-TZVPD basis set

Geometry as XYZ:
```
14
C5H7FS, DFT ωB97M-V with the def2-TZVPD basis set
C -1.0924 -0.3959 0.3529
C -0.7396 0.3900 -0.9776
C 0.6665 0.0247 -1.0396
C 1.2458 -0.1649 0.4429
C 0.1684 -0.3130 1.2983
H -1.3947 -1.4213 0.3730
H -0.8432 1.5074 -0.6080
H -1.4473 0.2061 -1.7798
H 0.8787 -0.9572 -1.6033
H 1.3291 0.6208 -1.6194
H 2.3388 -0.2807 0.4521
H 0.1569 -0.7739 2.2039
F -2.2511 0.2769 0.9121
S 0.9840 1.2810 1.5925
```

Summary:
SMILES: F[C@H]1CC[C@H]2S[C@@H]12
E_HOMO: -8.7697 eV

Run Q
Formula: C5H7FS
Source: the OMol25 dataset
Level of theory: ωB97M-V with the def2-TZVPD basis set

Geometry as XYZ:
```
14
C5H7FS, DFT ωB97M-V with the def2-TZVPD basis set
C 0.4213 -0.4286 1.1067
C 1.1043 -0.3996 -0.2252
C 0.4761 0.8946 -0.8189
C -1.0149 0.6029 -0.4912
C -0.8595 -0.7545 0.3216
H 0.2172 0.4442 1.7192
H 2.1834 -0.6108 -0.2110
H 0.9560 1.7991 -0.3889
H 0.6111 0.8964 -1.8763
H -1.6431 0.5242 -1.3469
H -1.4727 1.3477 0.2110
H -1.6962 -1.0947 0.8941
F 0.6886 -1.4241 2.0075
S 0.0284 -1.7967 -0.9018
```

Summary:
SMILES: F[C@H]1[C@@H]2CC[C@H]1S2
E_HOMO: -8.7890 eV

Verdict on stability: run Q comes out on top.

Run P
Formula: C21H29N3O2S
Source: the OMol25 dataset
Level of theory: ωB97M-V with the def2-TZVPD basis set

Geometry as XYZ:
```
56
C21H29N3O2S, DFT ωB97M-V with the def2-TZVPD basis set
C -6.6721 -0.5004 -1.1441
C -5.2138 -0.1070 -0.7371
C -4.6707 1.2262 -1.0996
C -3.5275 1.5061 -0.6590
C -2.8115 0.5095 0.0191
C -3.4247 -0.6400 0.5695
C -4.7087 -1.0826 0.2445
C -5.1794 -2.2766 0.3488
H -5.4159 -2.8764 -0.5071
H -4.4102 -2.8778 1.0896
H -6.1517 -1.9894 1.0390
H -2.8971 -1.1217 1.0463
N -1.5565 0.8321 0.5745
C -0.7489 2.1523 0.3657
O -1.0332 2.8127 -0.7097
N 0.3031 2.1770 1.2050
C 0.7572 1.3047 2.3198
H -0.2192 0.9987 2.8018
C 1.8693 0.4693 1.9713
H 1.8611 -0.1368 3.0889
C 1.3528 -0.5921 0.8020
N 2.4723 -1.0544 0.4426
C 3.2643 -1.9975 1.1923
H 3.4418 -1.5958 2.2674
C 4.5677 -2.3698 0.2133
H 5.1653 -3.2814 1.0333
O 4.3378 -3.2942 -0.8106
C 3.6794 -2.0344 -1.6647
H 3.3886 -2.7445 -2.4691
C 2.3550 -1.7958 -0.9332
H 1.8532 -0.9062 -1.6995
H 1.6227 -2.6584 -1.0363
H 4.2967 -1.2658 -1.7826
H 5.1987 -1.7868 0.3272
H 2.6091 -3.0699 1.3203
H 0.7486 -1.1732 1.2828
H 0.9248 -0.0111 -0.0656
H 2.7181 0.8431 2.0490
H 1.1188 2.2218 3.0089
C 1.2347 3.3011 0.6872
C 2.3974 2.4860 -0.2140
C 1.9087 2.1404 -1.3728
C 3.0893 1.4956 -2.2285
C 4.2597 1.4978 -1.4767
S 3.8929 2.4424 -0.0585
H 5.4648 1.2700 -1.7542
H 3.2520 0.9988 -3.2015
H 1.1955 1.9485 -2.0065
H 0.8150 4.0545 -0.0212
H 1.7520 3.6652 1.4946
H -1.1677 0.3579 1.2482
H -3.1595 2.5408 -0.9649
H -5.2141 1.8668 -1.7975
H -7.3263 -0.7906 -0.2959
H -7.0425 0.2208 -1.7187
H -6.6168 -1.3091 -1.6236
```

Summary:
E_HOMO: -7.1593 eV

Run Q
Formula: C21H29N3O2S
Source: the OMol25 dataset
Level of theory: ωB97M-V with the def2-TZVPD basis set

Geometry as XYZ:
```
56
C21H29N3O2S, DFT ωB97M-V with the def2-TZVPD basis set
C 2.7193 0.5349 -2.9826
C 2.7424 -0.9787 -2.8112
H 3.1234 -1.4453 -3.7213
C 3.6221 -1.4280 -1.6414
N 3.1117 -0.9540 -0.3623
C 2.0326 -1.6006 0.1309
O 1.5422 -2.5599 -0.4339
C 1.4025 -1.0745 1.4135
H 2.1095 -0.9823 2.2341
H 0.5749 -1.7323 1.6782
S 0.6794 0.5766 1.1591
C -0.9539 0.1649 0.6313
N -1.2778 -1.0668 0.7731
C -2.5168 -1.4836 0.3887
C -2.8634 -2.8331 0.5103
C -4.1182 -3.2462 0.1281
C -5.0481 -2.3363 -0.3771
C -4.7173 -1.0070 -0.5055
C -3.4473 -0.5675 -0.1247
C -3.0754 0.8320 -0.2609
O -3.8136 1.6958 -0.6907
N -1.7602 1.1496 0.1415
C -1.3661 2.5434 -0.0309
H -2.2804 3.0272 -0.3888
C -0.8927 3.2577 1.2523
C 0.4286 3.9426 0.8835
H 1.2686 3.3121 1.1745
C 0.3838 4.0647 -0.6386
H -0.2495 4.9042 -0.9287
H 1.3707 4.2079 -1.0754
C -0.2622 2.7552 -1.0767
H 0.4669 1.9470 -1.0319
H -0.6688 2.7975 -2.0861
H 0.5373 4.9085 1.3733
H -0.7663 2.5621 2.0803
H -1.6378 3.9942 1.5524
H -5.4146 -0.2819 -0.8970
H -6.0285 -2.6804 -0.6700
H -4.3893 -4.2880 0.2181
H -2.1291 -3.5226 0.8947
C 3.8634 0.0851 0.3062
H 4.1221 0.8477 -0.4344
H 3.2449 0.5626 1.0659
C 5.1555 -0.4403 0.9484
C 4.8990 -1.4308 2.0767
H 4.3796 -0.9493 2.9028
H 4.3000 -2.2675 1.7233
H 5.8405 -1.8226 2.4537
H 5.7137 0.4159 1.3315
H 5.7689 -0.9219 0.1847
H 4.6373 -1.0515 -1.7706
H 3.6444 -2.5215 -1.6187
H 1.7308 -1.3496 -2.6435
H 2.0940 0.8088 -3.8289
H 3.7225 0.9185 -3.1619
H 2.3164 1.0176 -2.0953
```

Summary:
SMILES: CCCN(CCC)C(=O)CSc1nc2ccccc2c(=O)n1C1CCCC1
E_HOMO: -8.2072 eV

Verdict on stability: run Q comes out on top.

Run P
Formula: C5H12NO
Source: the OMol25 dataset
Level of theory: ωB97M-V with the def2-TZVPD basis set

Geometry as XYZ:
```
19
C5H12NO, DFT ωB97M-V with the def2-TZVPD basis set
C -1.4763 -0.0356 0.1132
N -0.3675 0.9450 0.3584
C 0.8308 0.2524 1.0605
C 1.4889 -0.9977 0.4422
C 2.0919 -0.6101 -0.9243
O 2.6767 0.6234 -1.0849
C -2.6677 0.8420 -0.4237
H -1.9246 -0.3906 1.1265
H -1.1110 -0.8360 -0.5404
H 0.0369 1.1919 -0.5646
H 0.4771 0.0531 2.0843
H 1.5831 0.9673 1.1637
H 0.8909 -1.8612 0.5510
H 2.3086 -1.3706 0.9845
H 1.2053 -0.6593 -1.6258
H 2.7756 -1.4199 -1.2271
H -2.3497 1.3425 -1.3415
H -2.9382 1.6509 0.2605
H -3.5308 0.3126 -0.4124
```

Summary:
charge: -1
SMILES: CCNCCC[O-]
E_HOMO: -2.2532 eV

Run Q
Formula: C5H12NO
Source: the OMol25 dataset
Level of theory: ωB97M-V with the def2-TZVPD basis set

Geometry as XYZ:
```
19
C5H12NO, DFT ωB97M-V with the def2-TZVPD basis set
C -0.7824 -0.8250 0.9732
C -0.5268 0.6839 0.7684
C 0.8268 0.9643 0.2414
C 1.1719 0.3378 -1.0986
C 0.7208 -1.1330 -1.4687
O -0.5550 -1.3312 -1.6329
N -0.7140 1.4195 2.0248
H -1.2503 -1.2914 0.1183
H -1.3353 -0.9845 1.9150
H 0.1541 -1.3295 1.1209
H -1.2165 0.9845 -0.0497
H 1.5116 0.7646 1.0709
H 0.8325 2.0425 0.1100
H 0.7677 0.9395 -1.9238
H 2.2455 0.2408 -1.1821
H 1.1657 -1.7533 -0.6693
H 1.3020 -1.2711 -2.4097
H -1.6595 1.3007 2.3633
H -0.5046 2.3975 1.8831
```

Summary:
charge: -1
SMILES: C[C@@H](N)CCC[O-]
E_HOMO: -2.2859 eV

Verdict on stability: run Q comes out on top.

Run P
Formula: C5H12NO
Source: the OMol25 dataset
Level of theory: ωB97M-V with the def2-TZVPD basis set

Geometry as XYZ:
```
19
C5H12NO, DFT ωB97M-V with the def2-TZVPD basis set
C 2.0045 1.4705 -1.7289
O 2.1420 0.7228 -2.8410
C 1.9794 0.4559 -0.4444
C 1.0233 -0.7387 -0.7471
H 0.9464 1.9593 -1.6435
H 2.7552 2.3232 -1.5712
H 1.6866 0.9471 0.4775
H 3.0498 0.1677 -0.3094
H 1.0945 -1.6398 -0.1735
H 1.1360 -1.0194 -1.8112
H -0.0014 -0.2959 -0.5530
C -3.2894 -0.2694 0.9493
C -2.2793 -0.3112 1.8441
N -1.1874 -1.1743 1.8014
H -3.2536 -0.8181 0.0230
H -4.0474 0.4847 0.8337
H -2.3742 0.2946 2.7378
H -1.0753 -1.7224 0.9212
H -0.3097 -0.8366 2.2352
```

Summary:
charge: -1
E_HOMO: -2.2288 eV

Run Q
Formula: C5H12NO
Source: the OMol25 dataset
Level of theory: ωB97M-V with the def2-TZVPD basis set

Geometry as XYZ:
```
19
C5H12NO, DFT ωB97M-V with the def2-TZVPD basis set
C -0.5455 -2.6658 0.7287
C -1.1523 -1.7700 -0.5020
N -0.6575 -0.4190 -0.8188
C 1.3940 0.8124 -1.0951
C 0.3741 0.4236 -0.0582
C -0.1366 1.7616 0.5962
O 0.8833 2.2779 1.2617
H 0.3996 -2.0598 1.2534
H -1.2748 -2.6071 1.4726
H -0.5544 -3.7228 0.4484
H -0.8851 -2.4503 -1.3537
H -2.2707 -2.0552 -0.4135
H -1.5509 0.0334 -1.3346
H 1.7349 -0.0367 -1.7762
H 2.2130 1.0674 -0.4026
H 1.2877 1.8145 -1.6444
H 0.6582 -0.3559 0.5470
H -1.1186 1.3318 1.1542
H -0.7061 2.3794 -0.3305
```

Summary:
charge: -1
SMILES: CCN[C@@H](C)C[O-]
E_HOMO: -2.5182 eV

Run R
Formula: C5H12NO
Source: the OMol25 dataset
Level of theory: ωB97M-V with the def2-TZVPD basis set

Geometry as XYZ:
```
19
C5H12NO, DFT ωB97M-V with the def2-TZVPD basis set
C -1.3815 -0.9882 0.1077
N -0.7332 0.1724 -0.4746
C -1.4401 1.4000 -0.2597
C 1.1465 0.4181 1.1922
C 0.7195 0.1828 -0.2740
C 1.4163 -1.0274 -0.9512
O 1.5567 -2.1286 -0.1771
H -1.7001 -0.7614 1.1460
H -2.2369 -1.3538 -0.4651
H -0.6391 -1.7864 0.1932
H -1.2829 1.8291 0.7574
H -2.5071 1.2363 -0.3877
H -1.0218 2.1647 -0.9260
H 1.6715 1.3755 1.2691
H 1.9013 -0.3352 1.4296
H 0.2911 0.4002 1.8629
H 1.0480 1.0663 -0.8479
H 2.3652 -0.5549 -1.3396
H 0.8268 -1.3096 -1.8553
```

Summary:
charge: -1
SMILES: C[C@@H](C[O-])N(C)C
E_HOMO: -2.2431 eV

Verdict on stability: run R comes out on top.

Run P
Formula: C4H8FNS
Source: the OMol25 dataset
Level of theory: ωB97M-V with the def2-TZVPD basis set

Geometry as XYZ:
```
15
C4H8FNS, DFT ωB97M-V with the def2-TZVPD basis set
C 1.0615 1.7357 1.1182
C 0.9450 -0.8414 -0.1032
C -1.0807 0.1648 0.8077
C -0.9570 -0.8055 -1.5512
N -0.4052 -0.5027 -0.1868
F -1.1106 -0.3105 2.0237
S 1.7500 0.9656 -0.2452
H 0.8828 2.7270 0.9841
H 1.3841 1.3954 2.1558
H 1.3409 -1.1332 0.8518
H 1.3449 -1.3680 -0.8902
H -2.0156 0.6929 0.5055
H -0.3638 -0.3782 -2.2707
H -0.7954 -1.9308 -1.6965
H -1.9809 -0.4111 -1.5030
```

Summary:
E_HOMO (spin up / spin down): -6.9994 / -6.9844 eV

Run Q
Formula: C4H8FNS
Source: the OMol25 dataset
Level of theory: ωB97M-V with the def2-TZVPD basis set

Geometry as XYZ:
```
15
C4H8FNS, DFT ωB97M-V with the def2-TZVPD basis set
C 0.4120 0.6431 -1.3800
C -0.0397 0.8865 0.0491
C -0.7946 -0.7225 1.2312
C 0.5757 -0.0068 1.1642
H 1.0698 -1.6844 -1.5825
H -0.0903 1.3615 -2.0719
H 1.4898 0.8220 -1.3404
H 0.0226 1.9851 0.3254
H -1.9165 -0.0714 -0.3550
H -1.2398 -0.8309 2.1882
H -0.7675 -1.7317 0.7687
H 0.8207 0.6158 2.0233
N -1.3447 0.3185 0.4451
F 1.6628 -0.6503 0.7152
S 0.1395 -0.9345 -2.1807
```

Summary:
SMILES: F[C@@H]1CN[C@@H]1CS
E_HOMO: -9.0623 eV

Verdict on stability: run Q comes out on top.

Run P
Formula: C4H10N2O2
Source: the OMol25 dataset
Level of theory: ωB97M-V with the def2-TZVPD basis set

Geometry as XYZ:
```
18
C4H10N2O2, DFT ωB97M-V with the def2-TZVPD basis set
C -1.2257 -1.9538 0.1803
N -0.5750 0.4132 0.0916
C -1.5532 -0.5181 -0.1281
O -1.0561 1.7218 -0.1083
O -2.6294 -0.1811 -0.6171
H -1.9611 1.5720 -0.4671
H 0.3723 0.4940 1.9046
H -0.8554 -2.4520 -0.7176
H -2.1459 -2.4550 0.4772
H -0.4920 -2.0379 0.9807
C 1.6585 1.6035 -0.5371
C 1.1024 0.2526 -0.2939
N 1.6473 -0.8170 -0.5616
H 1.2318 -1.7159 -0.3668
H 1.1594 0.2565 1.9393
H 2.7242 1.5965 -0.3283
H 1.4260 1.8922 -1.5611
H 1.1721 2.3283 0.1132
```

Summary:
E_HOMO: -9.0824 eV

Run Q
Formula: C4H10N2O2
Source: the OMol25 dataset
Level of theory: ωB97M-V with the def2-TZVPD basis set

Geometry as XYZ:
```
18
C4H10N2O2, DFT ωB97M-V with the def2-TZVPD basis set
O -1.6694 1.5954 -1.6836
C -0.7736 0.9200 -1.2834
O 0.1313 0.3666 -2.1789
C -0.5756 0.3171 0.1117
C 0.6418 -0.5671 0.2390
C 0.9372 -1.0948 1.6672
N 1.6838 -2.3563 1.5970
N -0.7627 1.3333 1.1537
H -1.4356 -0.3944 0.0726
H 1.4880 -0.2781 -0.3858
H 0.4222 -1.4773 -0.3191
H 0.0528 -1.4727 2.1874
H 1.5101 -0.3309 2.2035
H 2.6122 -2.4000 1.2303
H 1.3850 -3.1456 2.1261
H 0.1603 1.4905 1.5099
H 0.1332 0.8069 -3.0340
H -1.5251 1.1858 1.7926
```

Summary:
SMILES: NCC[C@@H](N)C(=O)O
E_HOMO: -8.8275 eV

Run R
Formula: C4H10N2O2
Source: the OMol25 dataset
Level of theory: ωB97M-V with the def2-TZVPD basis set

Geometry as XYZ:
```
18
C4H10N2O2, DFT ωB97M-V with the def2-TZVPD basis set
O -0.6114 -0.0283 2.2374
C -0.8907 -0.8371 1.2930
N -0.7592 -0.8278 -0.6112
C 0.2199 -0.2103 -0.1239
C 0.3212 1.2735 0.0455
O -2.1753 1.1895 -1.3437
C 1.6403 -0.6963 -0.8253
N 2.8730 -0.1691 -0.5954
H -0.4217 -1.8209 1.4440
H -1.5140 -0.0256 -0.8226
H 0.4855 1.6602 1.0401
H 0.9879 1.7111 -0.6957
H -0.7091 1.5941 -0.2049
H -3.1311 1.2684 -1.2730
H -1.9912 -0.8705 1.2510
H 2.0804 -1.5885 -0.2700
H 1.5056 -0.6765 -1.9002
H 3.2456 -0.3688 0.3483
```

Summary:
E_HOMO: -8.8221 eV

Verdict on stability: run Q comes out on top.

Run P
Formula: C4H4BrNO
Source: the OMol25 dataset
Level of theory: ωB97M-V with the def2-TZVPD basis set

Geometry as XYZ:
```
11
C4H4BrNO, DFT ωB97M-V with the def2-TZVPD basis set
C -1.0009 0.0358 0.7246
C 0.0393 -0.2518 -0.1227
C 0.2098 1.7651 0.6968
C 0.3494 -1.4001 -0.9571
N 0.8849 0.8138 -0.2009
O -0.8445 1.2531 1.2255
Br 0.5473 3.5446 0.8684
H -1.8526 -0.5800 1.2008
H -0.4694 -2.0211 -0.8704
H 0.7142 -1.2983 -1.9908
H 1.4225 -1.8612 -0.5744
```

Summary:
SMILES: Cc1coc(Br)n1
E_HOMO: -8.7143 eV

Run Q
Formula: C4H4BrNO
Source: the OMol25 dataset
Level of theory: ωB97M-V with the def2-TZVPD basis set

Geometry as XYZ:
```
11
C4H4BrNO, DFT ωB97M-V with the def2-TZVPD basis set
C -2.4826 0.3923 0.9107
C -1.4988 1.0027 1.2246
C 0.6680 0.1814 -0.5762
C 1.3107 -0.9752 -0.0896
N 0.4746 0.4746 -1.6867
O 0.3901 1.1221 -2.7083
Br -0.1681 1.4762 2.3832
H -3.3389 0.0622 0.4371
H 1.5664 -1.0096 0.9722
H 0.7688 -1.8439 -0.3848
H 2.3099 -0.8828 -0.4821
```

Summary:
SMILES: CC#[N+][O-].C#CBr
E_HOMO: -9.4135 eV

Verdict on stability: run P comes out on top.

Run P
Formula: C3H4O2
Source: the OMol25 dataset
Level of theory: ωB97M-V with the def2-TZVPD basis set

Geometry as XYZ:
```
9
C3H4O2, DFT ωB97M-V with the def2-TZVPD basis set
C 3.4255 -0.9073 0.1795
C 0.0163 -0.2298 0.1024
C -0.9201 -1.3350 0.0607
O 0.9307 -0.0659 0.8290
O 3.2968 -0.6443 -0.8732
H -0.0927 0.4139 -0.7453
H -1.0129 -2.0281 0.9887
H -0.4698 -1.8058 -0.7885
H -1.9465 -1.0813 -0.0753
```

Summary:
E_HOMO: -10.0289 eV

Run Q
Formula: C3H4O2
Source: the OMol25 dataset
Level of theory: ωB97M-V with the def2-TZVPD basis set

Geometry as XYZ:
```
9
C3H4O2, DFT ωB97M-V with the def2-TZVPD basis set
C -1.0420 -0.2091 0.3570
C 0.2348 -0.1106 -0.4749
C 1.2978 0.7175 0.1787
H -0.8298 -0.6129 1.4617
H 0.1374 -0.1952 -1.5365
H 1.7187 1.5119 -0.5799
H 1.2532 1.0312 1.1408
O -2.0851 0.1851 -0.1322
O 1.4321 -0.7003 0.0258
```

Summary:
SMILES: O=C[C@H]1CO1
E_HOMO: -10.1701 eV

Run R
Formula: C3H4O2
Source: the OMol25 dataset
Level of theory: ωB97M-V with the def2-TZVPD basis set

Geometry as XYZ:
```
9
C3H4O2, DFT ωB97M-V with the def2-TZVPD basis set
C 2.3842 0.0655 -0.1171
C 1.0387 -0.3997 -0.4479
C -0.2533 -0.0316 0.2776
O 3.3118 0.8337 -0.2975
O 2.0574 -0.9704 0.6141
H 0.9489 -1.2537 -1.2680
H -0.0696 0.6698 1.1079
H -0.6524 -0.8752 0.7852
H -0.8927 0.2512 -0.5738
```

Summary:
SMILES: C[C@@H]1OC1=O
E_HOMO: -10.5225 eV

Verdict on stability: run P comes out on top.